Entry from the Open Molecules 2025 dataset: a cluster of 5 separate species, C68H150F3O2P4 in total in a non-equilibrium geometry (ωB97M-V/def2-TZVPD).

Structure (XYZ):
```
227
Properties=species:S:1:pos:R:3:forces:R:3
C 23.974 14.607 11.516 1.089 -0.874 -1.093
C 24.626 13.156 11.579 0.046 1.645 0.720
C 24.572 12.145 10.414 0.392 -0.397 0.268
C 23.192 11.758 10.040 -1.985 0.594 -0.905
P 22.831 10.488 8.656 -0.217 1.294 0.871
C 23.623 8.906 9.178 -0.127 0.300 1.367
C 23.777 8.567 10.768 -0.033 0.367 -1.392
C 23.878 7.047 10.942 0.728 0.690 0.846
C 22.518 6.481 11.195 -0.764 -1.059 -0.862
C 23.471 11.232 7.036 0.449 -0.632 -0.065
C 22.872 12.550 6.419 -0.598 -1.683 0.132
C 21.415 12.352 5.846 0.506 1.913 -0.537
C 21.239 11.447 4.591 0.632 0.045 1.806
C 20.982 10.237 8.637 1.133 1.373 0.141
C 20.441 9.472 9.802 0.124 -1.282 0.436
C 18.915 9.472 9.779 1.452 -0.261 -0.130
C 18.386 8.316 10.599 -0.677 0.124 -0.006
H 23.011 14.682 12.021 -0.086 0.040 -0.610
H 24.054 14.934 10.480 -0.972 0.230 -0.207
H 24.660 15.315 11.979 -0.079 -0.236 0.489
H 24.213 12.840 12.537 0.432 -1.069 -0.100
H 25.670 13.438 11.711 0.159 -0.703 0.227
H 24.993 11.172 10.668 1.264 0.488 0.261
H 25.018 12.601 9.530 0.600 -0.193 0.086
H 22.831 12.744 9.745 -1.148 -0.207 -0.556
H 22.659 11.528 10.963 -0.365 -0.543 -0.191
H 24.632 8.943 8.768 0.026 -0.315 -0.139
H 23.033 8.112 8.720 0.117 0.028 -0.399
H 22.922 8.809 11.399 -0.075 0.727 -0.425
H 24.637 9.113 11.155 0.034 -0.143 -0.064
H 24.484 6.808 11.816 0.289 0.255 0.015
H 24.375 6.580 10.093 -0.109 -0.088 -0.039
H 22.587 5.473 11.604 -0.094 -0.014 -0.096
H 22.014 6.421 10.230 -0.348 -0.274 -0.137
H 21.830 7.044 11.825 0.444 0.278 0.294
H 23.508 10.395 6.338 -0.873 -0.216 -0.215
H 24.549 11.349 7.139 0.202 0.361 0.719
H 23.497 12.897 5.596 0.256 -0.539 -0.175
H 23.066 13.326 7.159 -0.959 0.220 0.153
H 21.128 13.338 5.480 -0.029 0.380 0.309
H 20.688 12.144 6.630 0.085 -0.373 -0.033
H 21.968 11.680 3.815 0.204 -0.140 0.154
H 20.250 11.598 4.156 -0.057 -0.198 0.228
H 21.357 10.457 5.031 0.017 -0.408 -1.068
H 20.615 9.817 7.701 0.434 -0.017 -0.169
H 20.618 11.260 8.728 -0.138 0.257 -0.292
H 20.813 9.755 10.787 0.159 0.326 -0.049
H 20.734 8.431 9.661 0.211 -0.258 0.139
H 18.751 9.268 8.721 -0.975 0.449 -0.055
H 18.606 10.463 10.113 -0.570 -0.130 -0.247
H 18.847 8.224 11.583 -0.022 0.165 0.053
H 18.547 7.377 10.070 0.106 -0.107 -0.067
H 17.310 8.441 10.717 -0.057 -0.167 0.250
C 21.926 4.721 2.710 -0.033 1.040 0.580
C 23.342 4.187 2.765 -1.559 -1.298 -1.560
C 24.331 5.041 3.429 1.337 0.928 -0.744
C 24.147 5.000 4.903 1.444 1.228 0.523
P 25.521 5.843 5.834 -0.427 -3.000 -0.350
C 25.765 7.502 5.351 0.285 1.193 -0.816
C 26.510 7.785 4.010 0.069 0.773 -0.356
C 26.599 9.311 3.789 -0.171 0.422 -0.234
C 25.207 10.031 3.638 1.247 -1.694 1.619
C 24.898 5.795 7.540 -0.101 -1.237 -1.024
C 24.137 4.453 7.924 0.021 2.673 0.455
C 24.920 3.268 8.238 0.328 -2.095 -0.418
C 25.789 3.371 9.444 0.845 -0.698 0.969
C 27.102 4.910 5.530 -1.210 0.794 0.653
C 28.247 5.328 6.457 1.008 -0.819 -0.853
C 29.407 4.325 6.291 -1.454 -0.617 -0.413
C 30.575 4.752 7.014 2.473 1.309 2.293
H 21.906 5.590 2.053 -0.317 0.040 -0.113
H 21.685 5.079 3.711 -0.290 0.195 0.055
H 21.130 4.021 2.454 0.342 -0.185 -0.317
H 23.703 4.010 1.752 -0.144 -0.367 -0.086
H 23.231 3.230 3.275 0.641 -0.299 -0.014
H 24.324 6.075 3.082 -0.632 0.221 -0.103
H 25.299 4.737 3.031 0.437 -0.409 0.639
H 24.072 3.955 5.205 -0.083 0.166 0.480
H 23.272 5.613 5.121 -0.340 -0.321 0.585
H 26.329 7.985 6.148 0.346 -0.053 0.178
H 24.790 7.982 5.434 -0.375 -0.008 -0.387
H 26.115 7.342 3.096 -0.670 -0.246 0.322
H 27.529 7.396 4.022 0.095 -0.040 0.450
H 27.214 9.594 2.935 0.038 -0.567 -0.227
H 27.182 9.680 4.632 -0.227 0.457 0.221
H 24.521 9.296 3.217 -0.141 0.521 -0.900
H 25.296 11.023 3.196 -0.349 -0.322 -0.069
H 24.845 10.045 4.666 -0.308 0.837 0.044
H 24.170 6.602 7.451 -0.159 0.260 0.518
H 25.743 6.007 8.195 -0.260 0.151 0.320
H 23.277 4.219 7.296 0.204 0.543 -0.113
H 23.799 4.666 8.938 -0.943 0.535 -0.111
H 25.563 2.871 7.453 -0.229 0.017 -0.474
H 24.152 2.513 8.409 0.093 -0.372 -0.014
H 25.497 4.072 10.226 0.051 0.664 -0.406
H 26.812 3.490 9.088 0.184 0.429 0.657
H 25.766 2.447 10.021 0.234 -0.320 -0.285
H 27.325 5.054 4.473 0.202 0.114 -0.001
H 26.846 3.855 5.630 0.086 -0.113 0.190
H 28.026 5.267 7.523 -0.484 0.361 -0.021
H 28.683 6.294 6.205 -0.487 0.366 0.099
H 29.812 4.322 5.279 -1.139 -0.960 -0.494
H 29.031 3.401 6.730 0.083 -0.551 -0.829
H 31.137 5.403 6.345 0.291 0.436 0.636
H 31.282 4.039 7.437 -0.091 -0.726 -0.829
H 30.319 5.226 7.961 -0.136 0.805 -0.056
C 18.237 13.737 -2.833 -0.565 -0.686 0.640
C 17.569 12.311 -2.822 0.710 1.034 -0.265
C 17.362 11.682 -1.406 0.663 0.824 -1.302
C 17.023 10.223 -1.507 -1.107 -1.085 1.586
P 16.997 9.479 0.204 0.162 -0.835 -0.145
C 18.610 9.686 0.890 1.660 -0.612 -0.160
C 19.893 9.458 -0.014 -0.143 0.820 0.391
C 21.001 10.336 0.628 -0.395 -0.784 0.495
C 22.340 10.274 -0.030 1.574 -0.105 -0.687
C 15.859 10.455 1.298 0.775 -1.197 0.926
C 16.121 10.236 2.840 0.424 0.377 -0.359
C 14.958 10.676 3.744 0.034 -2.477 -1.433
C 14.584 12.078 3.925 -0.267 1.594 0.792
C 16.825 7.549 0.250 0.945 1.471 -1.203
C 17.491 6.954 -1.032 -0.220 -1.008 -0.037
C 17.501 5.402 -1.060 -1.528 0.857 0.158
C 18.403 4.804 -0.036 1.197 -0.016 0.219
H 18.610 14.019 -3.818 -0.051 -0.232 0.027
H 19.054 13.800 -2.114 0.167 -0.093 -0.080
H 17.516 14.499 -2.535 -0.074 -0.002 0.002
H 18.192 11.672 -3.448 0.175 -0.316 0.251
H 16.659 12.420 -3.411 -0.392 -0.284 0.400
H 16.626 12.277 -0.865 0.051 -0.129 0.124
H 18.321 11.686 -0.889 0.126 0.660 0.157
H 17.795 9.669 -2.041 -0.353 -0.055 -0.289
H 16.004 10.042 -1.849 0.130 -0.099 -0.694
H 18.687 8.959 1.698 -0.087 0.035 0.236
H 18.646 10.654 1.389 0.178 0.173 -0.253
H 19.751 9.579 -1.088 -0.292 1.136 -0.063
H 20.245 8.430 -0.099 -0.154 -0.314 1.046
H 21.110 9.974 1.651 0.035 -0.490 0.164
H 20.683 11.352 0.861 -0.199 0.274 -0.768
H 22.624 9.316 -0.466 -0.668 -0.382 -0.125
H 23.180 10.384 0.656 -0.187 0.525 0.361
H 22.512 10.986 -0.837 -0.286 0.174 0.042
H 14.876 10.044 1.070 -0.313 0.569 -0.099
H 16.000 11.511 1.066 -0.380 -0.117 -0.311
H 17.032 10.720 3.193 0.229 0.284 -0.396
H 16.310 9.183 3.045 -0.198 -0.221 -0.125
H 15.150 10.176 4.693 -0.168 0.163 0.178
H 14.132 10.151 3.264 -0.549 -0.184 0.442
H 14.169 12.622 3.076 0.405 -0.201 -0.340
H 15.409 12.634 4.370 -0.006 0.317 -0.124
H 13.769 12.107 4.647 0.020 0.075 0.177
H 15.767 7.308 0.357 0.161 -0.345 0.007
H 17.472 7.202 1.055 -0.628 0.315 0.545
H 18.575 7.042 -1.102 0.009 1.584 0.047
H 16.952 7.310 -1.911 0.383 0.087 -0.144
H 17.817 5.080 -2.052 -0.362 -0.014 -0.048
H 16.462 5.147 -0.852 -0.069 -0.730 -0.350
H 19.448 4.997 -0.281 0.213 0.097 -0.316
H 18.339 3.716 -0.026 -0.290 0.094 0.467
H 18.316 5.286 0.938 -0.432 -0.538 0.297
C 20.518 3.708 11.245 -0.641 0.093 -0.183
C 19.435 2.893 10.564 -0.452 0.992 -0.729
C 18.111 3.687 10.623 0.077 -0.625 0.499
C 17.137 3.278 9.519 0.225 -0.910 -0.134
P 15.371 3.569 9.798 1.215 -0.404 0.860
C 14.510 2.622 8.548 -1.322 -0.085 -0.730
C 14.373 1.172 8.996 0.578 -0.589 1.081
C 13.820 0.239 7.990 -0.821 0.044 -1.564
C 13.831 -1.227 8.425 0.873 -0.195 0.047
C 15.174 5.313 9.747 -1.230 1.008 1.194
C 15.562 5.988 8.500 0.211 -0.055 -1.161
C 15.220 7.473 8.426 0.894 -0.170 -2.043
C 16.031 8.024 7.186 0.353 0.091 -0.249
C 14.747 3.071 11.452 1.278 0.405 -0.488
C 13.301 3.327 11.642 -1.535 -0.702 -0.291
C 12.892 3.076 13.088 0.675 1.273 0.935
C 13.469 4.193 14.083 -1.371 -0.954 0.302
H 21.494 3.271 11.030 0.087 0.304 0.423
H 20.276 3.818 12.302 0.475 -0.420 0.237
H 20.422 4.732 10.884 0.526 0.002 -0.327
H 19.388 1.882 10.968 -0.367 0.042 -0.025
H 19.620 2.833 9.492 0.556 -0.347 -0.129
H 18.303 4.748 10.461 0.251 0.087 0.213
H 17.747 3.580 11.645 -0.540 0.074 -0.039
H 17.280 2.255 9.170 -0.195 -0.562 0.697
H 17.485 3.746 8.598 -0.519 0.706 -0.150
H 14.919 2.685 7.540 1.029 -0.071 0.179
H 13.528 3.003 8.267 -0.432 0.368 0.790
H 13.704 0.986 9.836 0.323 0.774 0.577
H 15.355 0.771 9.248 0.236 0.099 0.382
H 14.350 0.483 7.070 -0.054 -0.690 -0.448
H 12.782 0.529 7.825 -0.126 0.066 -0.252
H 14.202 -1.297 9.448 -0.521 0.005 0.360
H 14.576 -1.840 7.919 -0.107 0.153 -0.496
H 12.866 -1.722 8.316 0.115 0.142 0.155
H 15.652 5.897 10.534 0.283 -0.781 0.691
H 14.113 5.416 9.978 -0.336 0.382 -0.235
H 15.088 5.426 7.695 0.112 0.335 -0.591
H 16.641 5.883 8.385 0.170 -0.039 -0.177
H 15.506 7.968 9.354 -0.177 0.176 -0.109
H 14.155 7.562 8.214 -0.022 0.316 0.333
H 16.047 7.386 6.302 -0.814 -0.648 0.117
H 17.113 8.076 7.304 0.136 0.110 0.928
H 15.782 8.987 6.739 -0.509 0.229 0.662
H 15.185 3.706 12.222 0.974 -0.274 -0.167
H 14.951 2.011 11.601 0.270 0.099 0.203
H 12.776 2.652 10.967 -0.504 0.041 0.045
H 12.981 4.340 11.399 0.170 0.099 -0.104
H 13.160 2.101 13.495 0.367 -0.133 -0.393
H 11.803 3.071 13.113 -0.006 0.362 0.269
H 13.210 3.841 15.082 -0.173 0.058 0.112
H 12.953 5.147 13.982 -0.001 -0.006 -0.294
H 14.532 4.403 14.207 0.215 -0.382 -0.810
C 20.852 7.233 6.123 4.468 0.724 2.404
O 21.047 5.774 6.063 -0.429 1.234 -1.118
O 22.111 7.814 6.180 -2.002 -0.388 -0.708
C 19.862 7.834 5.140 2.743 1.058 -0.704
F 20.316 7.754 3.847 -0.879 0.002 0.693
F 18.741 7.247 5.314 -3.084 -1.954 -0.717
F 19.556 9.153 5.364 0.718 -0.387 0.058
C 20.189 4.970 6.828 -0.100 -0.332 -1.102
C 20.563 3.550 6.443 0.384 -0.073 0.946
H 19.805 2.850 6.793 -0.019 -0.180 -0.302
H 20.803 3.454 5.384 -0.500 0.034 -0.006
H 21.482 3.305 6.975 0.061 -0.228 0.009
H 19.148 5.152 6.559 -0.274 0.125 0.117
H 20.328 5.151 7.894 -0.011 0.065 0.351
H 20.386 7.358 7.100 -0.893 0.239 0.536
```
Positions in Å, forces in eV/Å.

Output
calculated total energy	-122328.295	eV
net charge	+3
LUMO energy	-4.66	eV
ΔE to the lowest compared entry with this formula, charge and spin	38.5	kcal/mol
Kohn-Sham gap	8.4	eV
E_HOMO	-0.4782	Ha

Atom charges from the Mulliken analysis, given in e for atoms 1 to 99: -1.19 -0.70 -0.32 -1.32 0.55 -0.17 -0.85 -0.33 -0.97 -0.23 -1.25 -0.78 -0.06 -0.63 0.14 -0.39 -1.20 0.29 0.33 0.39 0.32 0.44 0.13 0.27 0.79 0.57 0.90 -0.45 0.32 0.53 0.47 -0.24 0.64 -0.24 0.47 -0.17 0.97 0.49 0.42 0.49 0.22 0.39 0.25 -0.37 -0.58 0.89 0.64 -0.45 0.17 0.44 0.51 0.03 0.42 -0.45 -1.04 -0.25 0.15 0.25 -0.20 -0.57 -1.21 -0.04 0.16 0.96 -0.80 -1.19 -1.19 -0.69 -0.20 -1.41 0.25 -0.26 0.46 0.44 0.36 0.24 0.27 1.00 -1.07 0.92 -0.27 0.25 0.39 0.47 0.46 0.12 0.49 -0.44 -1.00 1.31 -1.51 0.54 0.22 0.61 0.22 0.24 0.40 0.83 0.75